# 1
Entry from OMol25: a structure of composition C43H44IrN7S2 (ωB97M-V/def2-TZVPD).

```
97
Properties=species:S:1:pos:R:3:forces:R:3
Ir 13.016 11.513 10.631 2.20 1.22 -0.41
C 11.940 13.295 14.378 -0.10 -0.37 0.44
C 12.500 14.592 14.160 -0.41 0.06 0.63
C 12.663 15.024 12.882 -0.21 -0.43 -1.20
C 12.519 14.087 11.788 -0.23 0.37 0.33
N 12.237 12.765 12.057 -1.12 0.86 0.71
C 11.751 12.463 13.285 1.07 0.92 1.40
C 12.805 14.334 10.412 0.46 1.06 -0.49
C 12.542 15.533 9.681 0.38 0.62 1.74
C 13.259 15.804 8.542 -0.93 0.46 0.41
C 14.042 14.781 8.023 1.74 -0.89 -0.07
C 14.298 13.581 8.732 -2.56 3.55 -1.97
N 13.561 13.325 9.809 -0.57 -0.53 1.11
C 15.193 12.643 8.136 0.46 -1.80 0.36
C 14.957 12.156 6.853 -0.92 0.46 -1.59
C 15.670 11.072 6.402 0.39 -0.08 0.25
C 16.617 10.510 7.257 0.99 0.24 0.02
C 16.911 11.130 8.468 -2.02 1.09 1.10
N 16.108 12.167 8.977 1.92 -2.01 -1.87
H 11.697 12.994 15.434 -0.04 0.18 -1.48
H 12.697 15.269 15.015 -0.14 -0.55 -0.66
H 12.953 16.047 12.667 0.05 -0.12 -0.08
H 11.258 11.528 13.384 -0.10 -0.81 0.18
H 11.899 16.307 10.156 0.54 -0.69 -0.43
H 13.219 16.825 8.130 -0.13 -0.83 -0.23
H 14.580 14.924 7.090 0.09 0.08 0.24
H 14.189 12.596 6.156 0.82 -0.31 1.15
H 15.537 10.659 5.404 -0.16 0.08 0.22
H 17.198 9.664 6.897 -0.02 0.11 0.30
H 17.646 10.760 9.193 -0.15 0.06 -0.58
S 19.719 12.600 11.990 -0.52 1.69 0.65
C 20.318 14.194 12.455 0.02 -1.36 -0.43
C 19.285 14.967 12.855 2.25 2.09 0.41
C 18.008 14.367 12.783 -2.15 -2.75 -0.78
C 18.042 13.043 12.352 0.90 1.36 0.98
C 16.981 12.064 12.455 -0.90 0.92 -1.94
C 15.843 12.317 11.673 -2.17 -1.12 1.10
N 14.722 11.502 11.749 2.82 0.06 -0.13
C 14.850 10.390 12.567 -2.17 -0.24 -0.09
C 15.978 10.107 13.358 1.05 0.18 0.20
C 15.957 8.952 14.211 -1.48 -1.18 -0.45
C 14.843 8.158 14.221 1.26 0.21 1.20
C 13.629 8.506 13.570 -0.26 0.12 -1.09
C 12.442 7.824 13.691 0.83 -0.08 1.87
C 11.374 8.193 12.902 -1.89 0.06 -1.23
C 11.531 9.209 11.925 1.48 -0.64 1.94
N 12.633 9.975 11.852 -1.83 -2.13 0.37
C 13.686 9.592 12.644 1.59 0.66 0.74
C 10.172 7.330 12.950 0.55 0.36 -1.13
C 9.262 7.072 11.917 1.86 4.97 -0.62
C 8.629 5.865 11.976 -0.93 -4.37 1.36
C 8.905 5.182 13.150 -1.51 -0.64 -0.59
S 9.995 6.076 14.156 -0.69 -0.01 -1.39
C 17.081 10.934 13.242 -0.43 -0.92 0.08
H 21.385 14.367 12.408 -0.15 0.18 0.05
H 19.450 15.984 13.262 -0.13 -0.70 -0.40
H 17.050 14.818 13.059 0.53 0.00 0.04
H 15.709 13.196 11.072 0.29 0.08 -0.03
H 16.794 8.638 14.819 0.25 0.27 -0.17
H 14.855 7.247 14.818 -0.06 0.21 -0.02
H 12.261 7.091 14.503 0.69 0.33 -0.70
H 10.770 9.336 11.231 -1.26 0.68 -1.20
H 9.019 7.824 11.113 0.58 -0.95 0.90
H 8.145 5.393 11.117 -0.28 0.27 0.51
H 8.367 4.255 13.437 0.88 0.74 0.13
H 18.014 10.666 13.704 0.13 0.06 0.45
C 8.576 12.070 8.081 -0.91 1.51 -1.66
C 9.472 13.223 8.439 0.96 1.04 1.45
C 9.557 14.374 7.376 -0.81 -0.42 1.26
C 8.925 13.836 9.854 1.36 -0.60 -2.15
N 10.825 12.642 8.530 1.33 0.28 -0.82
N 11.062 11.787 9.636 -0.28 -1.36 0.53
H 7.578 12.534 8.019 0.01 -0.75 -0.19
H 8.561 11.319 8.828 -0.06 -0.77 0.83
H 8.871 11.631 7.115 -0.26 0.16 0.30
H 8.524 14.650 7.180 -0.15 0.21 -0.10
H 9.954 14.042 6.436 0.47 -0.23 -0.36
H 10.063 15.293 7.740 -0.08 -0.76 -0.09
H 8.049 14.387 9.520 -0.02 0.25 0.63
H 9.701 14.451 10.358 -0.66 -0.17 -0.33
H 8.626 12.996 10.469 -0.27 0.05 0.44
H 11.571 13.326 8.513 -0.23 0.17 0.04
H 10.795 10.823 9.380 0.03 0.62 -0.25
H 10.373 12.066 10.332 0.22 -0.05 0.62
C 13.374 7.902 7.802 -0.88 1.52 -1.02
C 13.638 8.406 9.236 0.87 -0.02 0.54
C 15.019 7.876 9.609 0.87 0.59 0.77
C 13.518 9.979 9.263 -3.17 -1.62 -1.79
H 13.680 6.893 7.633 0.50 -0.70 0.19
H 13.912 8.546 7.040 -0.47 -0.66 0.89
H 12.303 7.902 7.495 0.53 0.33 0.38
H 13.011 7.865 9.953 -0.68 0.51 -0.15
H 15.784 8.216 8.904 -0.05 -0.03 0.00
H 15.017 6.794 9.598 0.00 -0.27 -0.12
H 15.372 8.160 10.627 -0.36 0.05 -0.52
H 12.638 10.121 8.557 0.94 0.05 0.45
H 14.362 10.337 8.703 0.81 0.67 0.11
```
Forces are in eV/Å.

## Properties
LUMO (alpha / beta) ... -7.8 / -11.9 eV
Energy above the lowest of the compared OMol25 structures with the same formula, charge and spin ... 411.8 kJ/mol
Strongest force on any atom ... 5.3 eV/A
2S+1 ... 6
HOMO-LUMO gap (alpha / beta) ... 0.1568 / 0.1175 hartree
Total charge ... +3

# 2
Entry from OMol25: a structure of composition C43H45F3N6NaO5PS (ωB97M-V/def2-TZVPD).

```
105
Properties=species:S:1:pos:R:3:forces:R:3
Na -0.189 -0.764 -0.800 -0.16 0.10 0.52
C 5.207 2.061 1.686 1.61 1.02 1.84
C 6.024 0.777 1.523 -0.64 -0.98 -1.71
C 6.380 0.004 2.764 1.20 1.67 1.69
C 7.051 -1.313 2.504 -0.29 -1.52 0.37
C 6.067 -2.192 1.760 -1.23 -0.31 -0.31
C 5.955 -3.580 1.797 0.07 0.39 0.71
C 4.893 -4.274 1.194 0.72 1.13 0.24
F 4.913 -5.600 1.245 0.03 -1.21 0.19
C 3.893 -3.635 0.527 0.06 1.83 -0.08
C 3.961 -2.215 0.423 2.50 -1.81 0.78
C 3.141 -1.598 -0.577 -3.76 0.80 -1.91
O 2.139 -2.140 -1.159 1.99 -0.25 1.46
C 3.479 -0.268 -0.933 -0.81 1.01 -1.25
C 4.567 0.379 -0.345 -0.16 0.76 -1.62
N 5.179 -0.130 0.728 1.22 -2.16 2.09
C 5.075 -1.515 1.018 -1.22 0.78 -1.25
C 2.591 0.439 -1.834 -0.66 -2.30 2.23
O 3.352 1.466 -2.547 -0.54 1.77 -1.62
O 1.388 0.301 -1.958 1.82 1.08 -1.11
H 5.886 2.836 2.118 -0.32 -0.27 -0.41
H 4.462 1.940 2.461 -0.46 -0.33 0.04
H 4.720 2.475 0.811 0.21 -0.29 -0.11
H 6.963 0.948 0.929 -0.47 0.23 0.34
H 5.517 -0.105 3.410 -0.37 -0.17 0.01
H 7.111 0.597 3.356 -0.43 0.01 -0.24
H 7.390 -1.812 3.463 -0.40 0.58 -1.02
H 7.920 -1.145 1.890 0.59 0.04 -0.23
H 6.674 -4.110 2.418 -0.10 -0.25 -0.25
H 3.076 -4.106 0.008 -0.08 -0.31 0.03
H 4.983 1.278 -0.737 0.07 0.45 -0.22
C -8.833 2.408 5.253 1.35 0.03 -1.32
O -9.029 2.984 3.932 -0.55 -0.10 2.29
C -8.857 2.097 2.931 0.03 0.99 -1.71
C -8.905 2.699 1.639 -0.03 0.20 0.37
C -8.427 2.026 0.542 0.46 -0.35 0.43
C -7.858 0.768 0.769 -0.56 -0.10 -0.11
C -8.052 0.080 1.984 1.12 0.67 -1.54
C -8.495 0.771 3.066 -1.20 -0.14 0.63
N -6.961 0.216 -0.101 1.03 -1.58 -0.51
N -6.437 0.918 -1.016 0.06 -0.11 0.57
C -5.272 0.392 -1.543 -1.53 1.35 -0.24
C -4.661 1.266 -2.449 1.21 -2.35 0.39
C -3.441 1.036 -3.018 -0.10 -0.28 0.20
C -2.630 -0.015 -2.538 1.62 -0.57 -0.61
O -1.458 -0.331 -2.911 -1.11 1.15 -0.22
C -3.250 -0.871 -1.536 0.14 -1.16 1.20
N -2.400 -1.815 -1.056 -0.98 -0.33 -0.22
C -2.906 -2.778 -0.313 0.17 -0.56 -0.16
C -4.227 -2.868 0.099 -1.14 2.20 -1.72
C -5.115 -1.862 -0.330 1.54 0.08 0.82
C -4.607 -0.783 -1.133 0.65 -1.32 0.57
H -7.833 1.865 5.201 -1.35 0.37 0.44
H -9.670 1.756 5.516 0.22 -0.11 0.02
H -8.739 3.224 5.963 -0.17 0.13 -0.09
H -9.195 3.749 1.514 -0.01 -0.42 0.45
H -8.241 2.456 -0.446 -0.33 0.09 0.47
H -7.566 -0.857 2.216 -0.11 -0.29 -0.65
H -8.622 0.133 3.924 0.11 0.61 0.74
H -5.167 2.104 -2.734 -1.57 2.12 -0.59
H -3.140 1.653 -3.825 0.66 0.60 -0.52
H -2.286 -3.632 -0.100 0.66 0.14 0.40
H -4.582 -3.692 0.654 -0.21 -0.75 0.66
H -6.092 -1.797 0.116 -0.15 -0.10 -0.47
C 2.422 5.408 -3.567 -0.63 -1.29 0.60
C 3.140 4.229 -2.800 -0.90 0.00 -0.17
P 2.756 2.575 -3.547 -0.93 -0.06 0.84
C 0.928 2.353 -3.878 0.02 -0.98 -0.23
C 0.806 1.044 -4.715 0.54 0.35 -0.15
C 3.675 2.434 -5.122 0.16 1.13 -0.76
C 5.154 2.910 -4.960 -0.13 -0.53 -0.27
H 2.523 6.251 -2.921 0.31 0.92 0.12
H 1.322 5.251 -3.609 0.71 -0.19 -0.07
H 2.775 5.619 -4.576 0.23 -0.09 0.14
H 2.739 4.212 -1.751 0.27 -0.21 -0.91
H 4.230 4.389 -2.718 -0.48 -0.22 -0.18
H 0.507 3.150 -4.507 0.41 0.26 0.52
H 0.377 2.229 -2.919 0.40 0.24 -0.45
H 1.369 0.273 -4.243 0.30 -0.72 0.38
H 1.216 1.179 -5.701 0.40 0.32 -0.60
H -0.166 0.611 -4.892 -0.69 0.42 0.69
H 3.180 3.031 -5.967 0.34 -0.80 1.34
H 3.642 1.382 -5.420 -0.04 0.10 0.14
H 5.267 3.996 -4.956 -0.32 -0.03 0.04
H 5.749 2.553 -5.843 -0.36 0.06 1.10
H 5.525 2.545 -3.981 0.27 -0.06 -0.78
N -0.391 -6.640 3.074 0.27 -0.87 -0.29
C -0.247 -5.567 3.928 -0.18 2.44 -1.31
S -0.275 -5.744 5.600 -0.05 -0.27 0.57
C -0.126 -4.273 3.198 -0.10 -2.62 1.69
C -0.273 -3.025 3.820 -0.23 1.66 0.39
C -0.210 -1.861 3.042 0.31 -0.30 -1.14
N -0.046 -1.904 1.673 0.73 -1.13 0.45
C 0.234 -3.115 1.125 -1.04 0.33 0.89
C 0.173 -4.318 1.838 0.76 0.97 -1.54
H -0.561 -7.548 3.478 -0.10 0.29 0.02
H -0.730 -6.465 2.134 -0.07 -0.16 0.42
H -0.477 -3.024 4.905 0.26 0.19 -0.68
H -0.213 -0.793 3.367 -0.39 -1.17 0.34
H 0.429 -3.069 0.053 0.16 -0.39 0.24
H 0.533 -5.249 1.391 -0.23 0.40 -0.07
F -0.107 2.232 1.340 0.91 1.84 1.45
C -0.826 1.299 0.662 0.01 -3.40 -0.10
F -1.006 1.902 -0.584 -0.75 1.29 -1.76
H -1.834 1.242 1.131 -0.08 0.71 -0.06
```
Forces are in eV/Å.

## Properties
LUMO (alpha / beta) ... 2.9 / 2.8 eV
Energy above the lowest of the compared OMol25 structures with the same formula, charge and spin ... 572.2 kJ/mol
Strongest force on any atom ... 4.3 eV/A
HOMO-LUMO gap (alpha / beta) ... 0.0995 / 0.0775 hartree
Total charge ... -2